DFT (ωB97M-V/def2-TZVPD) results for C26H45ClLuNPS as an isolated structure in a non-equilibrium geometry.

Values from the calculation:
HOMO energy   -0.03309 Eh
2S+1   1
Kohn-Sham gap   0.1060 hartree
LUMO   1.99 eV
E_tot   -95447.7620 eV
Energy relative to the best compared isomer or geometry (same formula, charge and spin)   0.000 eV
Total charge   -1

Cartesian coordinates (Å):
Lu -4.711 0.136 0.630
P 0.461 0.036 0.327
Cl -4.806 -0.231 2.995
C -0.045 1.732 -0.206
H -1.077 1.844 0.186
H 0.575 2.426 0.390
C -0.940 -1.177 0.448
C 0.963 0.355 2.083
C -0.503 -2.649 0.336
H -1.295 -1.021 1.487
C -1.675 -3.608 0.598
H -0.095 -2.843 -0.670
H 0.308 -2.875 1.047
C -2.913 -3.300 -0.251
H -1.336 -4.634 0.412
H -1.939 -3.549 1.663
C -3.318 -1.818 -0.119
H -2.716 -3.524 -1.307
H -3.749 -3.934 0.064
C -2.147 -0.889 -0.472
H -4.194 -1.619 -0.779
H -3.591 -1.672 0.967
H -1.860 -1.040 -1.521
H -2.408 0.188 -0.398
C 1.916 -0.528 -0.659
C 2.243 1.203 2.202
H 0.113 0.969 2.438
C 2.467 1.644 3.657
H 3.112 0.619 1.861
H 2.195 2.093 1.560
C 2.461 0.474 4.648
H 3.417 2.186 3.725
H 1.672 2.350 3.933
C 1.276 -0.481 4.453
H 3.398 -0.090 4.546
H 2.442 0.865 5.671
C 1.042 -0.885 2.989
H 1.425 -1.388 5.050
H 0.362 0.001 4.824
H 1.861 -1.541 2.653
H 0.120 -1.479 2.932
C 1.544 -0.987 -2.078
H 2.517 0.398 -0.753
C 2.796 -1.299 -2.914
H 0.907 -1.883 -2.030
H 0.960 -0.212 -2.590
C 3.763 -2.266 -2.217
H 2.482 -1.715 -3.879
H 3.319 -0.356 -3.123
C 4.060 -1.870 -0.767
H 3.337 -3.278 -2.235
H 4.701 -2.308 -2.781
C 2.790 -1.581 0.046
H 4.629 -2.663 -0.267
H 4.687 -0.967 -0.758
H 2.214 -2.512 0.173
H 3.077 -1.247 1.053
C -1.130 1.383 -2.474
C -0.031 2.134 -1.628
H -0.945 0.328 -2.703
C -0.259 3.653 -1.739
H 0.949 1.895 -2.081
C -1.736 4.002 -1.559
H 0.335 4.182 -0.984
H 0.084 3.982 -2.727
C -2.563 3.512 -2.745
H -2.135 3.539 -0.646
H -1.854 5.089 -1.456
C -2.204 2.053 -3.174
H -3.631 3.577 -2.512
H -2.379 4.171 -3.605
H -3.117 1.432 -3.114
H -1.950 2.085 -4.250
S -5.744 1.404 -1.426
C -4.427 1.994 -0.658
N -3.554 1.987 0.206

These are the Löwdin partial charges, in e, on atoms 1 to 2: Lu 0.64; P 1.19